The following is a DFT calculation (ωB97M-V/def2-TZVPD) of a molecular structure, C11H9IrN3O4.

⟨S²⟩: 6.0110
spin multiplicity: 5
lowest unoccupied orbital energy (alpha / beta): -3.8 / -6.1 eV
energy above the lowest of the compared OMol25 structures with the same formula, charge and spin: 0.3 kcal per mole
E_HOMO (alpha / beta): -0.4499 / -0.4964 hartree
total charge: +1

Positions of all 28 atoms, in Å:
Ir 0.86 -0.89 -0.37
O -0.84 -4.52 -1.13
C -0.51 -3.50 -0.61
O 0.42 -2.65 -1.12
C -1.07 -2.99 0.69
C -1.92 -3.65 1.56
C -2.23 -3.02 2.76
C -1.67 -1.79 3.09
C -0.82 -1.20 2.16
N -0.59 -1.80 1.01
C -0.03 0.07 2.33
O -0.19 0.82 3.25
O 0.85 0.26 1.34
H -2.31 -4.62 1.30
H -2.89 -3.51 3.46
H -1.86 -1.30 4.03
C 1.34 4.50 -1.63
N 1.23 3.06 -1.85
C 1.31 2.41 -3.06
C 1.17 1.09 -2.80
N 1.02 0.93 -1.43
C 1.06 2.15 -0.89
H 1.48 4.98 -2.60
H 2.20 4.72 -1.00
H 0.43 4.88 -1.17
H 1.44 2.94 -3.98
H 1.16 0.25 -3.48
H 0.98 2.36 0.16